Density functional theory data (ωB97M-V/def2-TZVPD) for 8 unconnected molecules or ions with the total composition C21H40Br8O12.

The geometry in XYZ format:
```
81
Properties=species:S:1:pos:R:3:forces:R:3
C -1.22117 1.08165 -1.22423 0.934 0.812 1.375
C -0.45013 0.70893 0.11504 -2.041 -0.987 -1.814
C -0.10039 -0.74571 0.18832 -0.284 0.330 -1.297
O 1.21805 -0.68114 0.71753 1.111 -1.542 0.464
C 1.77407 0.49882 0.37628 -0.753 1.307 2.454
O 2.86671 0.92917 0.58948 0.308 -1.306 -0.769
O 0.76746 1.33722 0.11953 0.944 1.915 -1.377
H -2.23201 0.68768 -1.32954 -0.202 0.224 0.608
H -0.72807 0.86309 -2.17144 0.643 -0.387 0.397
H -1.13829 2.16047 -1.09251 -1.034 0.261 -0.710
H -0.95627 1.01146 1.03178 -0.518 0.234 -0.287
H 0.00886 -1.18928 -0.80132 -0.298 0.104 0.008
H -0.92633 -1.24750 0.69245 0.942 -0.600 0.810
Br 0.70228 -3.74074 -0.99648 -0.478 -1.605 0.321
C 0.01871 -5.57767 -0.35930 -0.185 0.728 0.548
C -1.47069 -5.71790 -0.66117 0.838 -0.097 -0.021
Br -1.99894 -7.48583 -0.03455 -0.012 0.007 -0.127
H 0.09212 -5.57013 0.72819 0.473 0.245 -0.060
H 0.69587 -6.34766 -0.72899 -0.274 0.294 -0.410
H -1.70132 -5.64902 -1.72425 -0.159 0.086 0.268
H -2.01673 -5.02901 -0.01668 -0.078 0.065 -0.503
Br 0.60386 5.28842 1.82293 -1.031 -0.451 -0.997
C -0.79369 4.40641 0.69490 -0.648 0.878 -0.757
C -1.71660 5.48602 0.01783 0.876 -0.161 0.662
Br -3.23670 4.58100 -0.86941 0.272 0.230 0.302
H -1.39390 3.72197 1.29440 0.160 0.363 0.417
H -0.32306 3.79614 -0.07593 0.432 0.380 0.164
H -1.25409 6.11072 -0.74633 0.301 -0.625 -0.158
H -2.09361 6.22140 0.72859 -0.416 -0.518 0.190
Br -4.02032 0.28260 -3.99436 -0.464 0.746 -0.217
C -4.72085 1.96649 -3.21339 -1.848 -1.023 0.310
C -6.30681 1.81384 -3.20308 2.057 0.913 -0.593
Br -6.88748 1.83338 -5.10245 0.667 -0.339 0.718
H -4.31219 2.80027 -3.78428 -0.297 -0.197 -0.111
H -4.34100 2.00375 -2.19240 0.154 -0.105 0.051
H -6.66029 2.71946 -2.71011 -0.508 -0.119 -0.157
H -6.71921 0.89608 -2.78389 0.360 0.205 0.070
Br 1.73122 -0.60411 -3.05342 0.339 -0.168 0.341
C 3.49669 -0.79771 -2.14297 -0.317 0.581 -0.564
C 4.37818 -1.69291 -2.96907 0.601 0.001 -0.519
Br 5.14113 -0.65902 -4.52810 -0.672 -0.794 0.777
H 3.30077 -1.13427 -1.12490 0.091 -0.149 -0.214
H 3.83462 0.23840 -2.16232 0.213 -0.284 0.359
H 3.84356 -2.58798 -3.28707 0.006 0.288 -0.484
H 5.27765 -2.06248 -2.47665 -0.133 0.409 0.354
C -1.48503 4.40822 -4.22128 -1.763 -0.145 -0.636
O -0.56501 4.41451 -3.17470 -0.491 0.824 -0.075
C 0.45217 3.56613 -3.22232 -1.207 -2.268 -4.202
O 0.66304 2.74946 -4.11069 -0.500 0.993 0.504
O 1.10923 3.71349 -2.17773 3.728 0.767 4.091
C 2.50417 3.26956 -2.15597 -0.132 -1.225 1.096
H -1.14409 4.17227 -5.22933 0.691 0.194 0.298
H -2.04420 5.34381 -4.21120 0.566 0.301 -0.011
H -2.28461 3.69422 -4.02392 0.051 -0.558 0.226
H 2.82182 3.09855 -1.12741 -0.473 1.038 0.407
H 3.17831 3.97919 -2.63562 -0.395 -0.235 -0.294
H 2.57963 2.21846 -2.43451 -0.167 0.311 -1.282
C 1.45838 2.72797 4.03870 0.527 -1.268 1.995
O 0.18327 2.21923 3.60683 0.756 1.747 -1.121
C -0.11442 0.95471 3.78794 1.215 -0.239 1.139
O 0.63233 0.13822 4.31586 -2.201 0.652 -1.280
O -1.39357 0.90332 3.31511 -0.035 -2.067 0.072
C -2.13708 -0.32091 3.46616 -1.015 -0.391 0.936
H 2.33547 2.16580 3.71813 -0.320 -0.010 -0.994
H 1.48481 2.47283 5.09809 0.023 0.504 0.343
H 1.58941 3.80338 3.91866 -0.630 -0.442 -0.394
H -3.18066 -0.15425 3.19920 0.201 0.648 -0.472
H -2.26026 -0.62891 4.50445 0.662 0.224 0.250
H -1.84979 -1.22622 2.93138 0.855 0.435 -0.347
C 3.32070 -7.19057 4.63354 0.312 -0.894 -0.500
O 3.12045 -5.79509 4.63070 -1.483 1.403 -0.548
C 2.14233 -5.27665 3.80681 0.154 -1.755 -2.271
O 1.37953 -5.88555 3.05171 1.054 0.233 1.990
O 2.30601 -3.98271 3.73795 0.737 1.625 1.225
C 1.40472 -3.10182 3.06377 -0.625 -0.886 -1.283
H 3.77664 -7.50586 3.69503 -0.459 -0.019 -0.347
H 2.40256 -7.74228 4.83536 0.075 0.049 -0.074
H 4.09829 -7.45466 5.35027 -0.345 0.502 0.443
H 0.99581 -3.59434 2.18155 -0.220 -0.469 0.108
H 1.92156 -2.26999 2.58518 0.400 0.090 0.975
H 0.56641 -2.80834 3.69561 0.376 0.178 0.210
```
Forces are in eV/Å.

Properties
* charge: +1
* multiplicity: 2
* maximum force: 0.109 hartree/bohr
* E: -607323.7836 eV

Per-atom Löwdin charges, elementary charge units: C 0.01; C -0.32; C -0.17; O 0.04; C -0.58; O 0.17; O 0.07; H 0.06; H 0.05; H 0.04; H 0.14; H 0.01; H 0.13; Br 0.63; C -0.59; C -0.69; Br 0.64; H 0.03; H 0.06; H 0.05; H 0.05; Br 0.69; C -0.62; C -0.61; Br 0.62; H 0.05; H 0.01; H 0.06; H 0.05; Br 0.94; C -0.58; C -0.56; Br 0.85; H 0.05; H 0.04; H 0.08; H 0.07; Br 0.67; C -0.61; C -0.62; Br 0.57; H 0.06; H 0.03; H 0.06; H 0.06; C -0.07; O -0.01; C -0.70; O 0.09; O 0.03; C 0.04; H 0.11; H 0.10; H 0.05; H 0.09; H 0.11; H 0.06; C -0.05; O -0.02; C -0.58; O 0.13; O -0.03; C -0.05; H 0.10; H 0.10; H 0.03; H 0.09; H 0.10; H 0.08; C -0.06; O -0.01; C -0.55; O 0.08; O 0.02; C -0.02; H 0.10; H 0.10; H 0.09; H 0.06; H 0.09; H 0.10